Formula: C26H41F2N5O6
Source: the Open Molecules 2025 dataset
Level of theory: ωB97M-V/def2-TZVPD

Element x y z (Å)
O: -17.350 -18.113 17.088
C: -18.404 -17.671 16.726
O: -19.040 -17.943 15.529
C: -20.392 -17.568 15.637
C: -20.200 -16.419 16.610
F: -21.293 -16.356 17.315
O: -19.130 -16.831 17.389
H: -21.060 -17.339 14.806
H: -21.059 -18.256 16.158
H: -19.961 -15.507 16.064
O: -6.685 -20.958 21.524
C: -6.615 -19.907 20.792
O: -5.683 -18.917 20.753
C: -6.043 -17.853 19.900
C: -7.213 -18.446 19.161
F: -6.778 -18.649 17.932
O: -7.578 -19.705 19.844
H: -6.428 -17.038 20.512
H: -5.202 -17.576 19.264
H: -8.048 -17.745 19.143
C: -10.979 -18.043 13.085
C: -10.822 -17.329 11.668
C: -9.487 -16.469 11.560
C: -9.153 -15.711 12.820
N: -8.908 -15.074 13.771
H: -11.045 -17.441 13.991
H: -10.161 -18.757 13.176
H: -11.908 -18.612 13.106
H: -11.742 -16.753 11.566
H: -10.912 -18.113 10.916
H: -9.646 -15.717 10.788
H: -8.640 -17.124 11.355
C: -14.553 -25.459 12.421
C: -15.036 -24.867 11.043
C: -15.979 -25.782 10.262
C: -15.680 -27.219 10.195
N: -15.472 -28.357 10.096
H: -14.037 -24.707 13.018
H: -13.807 -26.231 12.233
H: -15.362 -25.858 13.033
H: -14.186 -24.640 10.399
H: -15.461 -23.895 11.292
H: -16.016 -25.584 9.191
H: -16.996 -25.780 10.654
C: -13.849 -11.218 20.288
C: -13.298 -12.466 19.780
C: -12.734 -12.496 18.333
C: -13.772 -12.220 17.367
N: -14.597 -12.038 16.562
H: -13.029 -10.500 20.264
H: -14.208 -11.292 21.315
H: -14.681 -10.788 19.730
H: -14.061 -13.241 19.853
H: -12.560 -12.902 20.454
H: -12.230 -13.446 18.155
H: -11.962 -11.728 18.302
C: -4.285 -6.565 5.514
C: -3.957 -7.880 4.827
C: -5.159 -8.580 4.069
C: -6.011 -9.370 5.016
N: -6.674 -9.964 5.730
H: -3.566 -5.929 6.030
H: -4.950 -6.787 6.348
H: -4.908 -5.953 4.861
H: -3.581 -8.548 5.602
H: -3.151 -7.780 4.099
H: -4.700 -9.343 3.440
H: -5.660 -7.782 3.522
C: -13.380 -15.972 4.789
C: -14.645 -16.199 5.546
C: -15.837 -15.989 4.708
C: -15.876 -14.610 4.259
N: -15.892 -13.494 3.976
H: -12.584 -16.399 5.400
H: -13.225 -14.894 4.746
H: -13.451 -16.392 3.786
H: -14.687 -15.681 6.504
H: -14.746 -17.275 5.687
H: -16.739 -16.232 5.270
H: -15.775 -16.647 3.842

The value obtained for the energy is -1940.11906 Eh. The structure (SMILES) is O=C1OC[C@@H](F)O1.O=C1OC[C@@H](F)O1.CCCC#N.CCCC#N.CCCC#N.CCCC#N.CCCC#N. The HOMO energy comes out at -11.00 eV. The calculation puts the HOMO-LUMO gap at 11.4 eV. The LUMO energy comes out at 0.359 eV.